[1]
Formula: C2H2F2S
Source: the OMol25 dataset
Level of theory: ωB97M-V/def2-TZVPD

The frontier orbital gap is 0.34208 Ha. Its highest occupied orbital energy is -8.896 eV. The total energy comes out at -675.20564 Eh. Its energy above the lowest of the compared OMol25 structures with the same formula, charge and spin is 2.508 eV.

CARTESIAN COORDINATES (ANGSTROEM)
S  -1.34806  -0.45259  -0.21044
F  0.18327  1.04100  1.50247
F  0.83713  -1.72807  0.52015
C  0.28014  -0.86964  -0.42625
C  -0.44424  0.93115  0.30468
H  0.76303  -0.78218  -1.44774
H  -0.27127  1.86034  -0.24286

[2]
Formula: C2H2F2S
Source: the OMol25 dataset
Level of theory: ωB97M-V/def2-TZVPD

The frontier orbital gap is 0.34834 Ha. Its highest occupied orbital energy is -9.122 eV. The total energy comes out at -675.24181 Eh. Its energy above the lowest of the compared OMol25 structures with the same formula, charge and spin is 1.524 eV. As for the SMILES: F[C@@H]1S[C@@H]1F.

CARTESIAN COORDINATES (ANGSTROEM)
S  -1.89623  -0.82794  0.60703
F  -0.93768  1.83571  0.81041
F  -1.58684  0.74614  -1.42200
C  -0.38070  0.69555  0.56218
C  -0.78034  0.06799  -0.68365
H  -0.06499  -0.66972  -1.14634
H  0.47704  0.40874  1.33898

[3]
Formula: C2H2F2S2
Source: the OMol25 dataset
Level of theory: ωB97M-V/def2-TZVPD

The frontier orbital gap (alpha / beta) is 0.26239 / 0.26240 Ha. Its highest occupied orbital energy (alpha / beta) is -9.322 / -9.321 eV. The total energy comes out at -1073.32808 Eh. Its energy above the lowest of the compared OMol25 structures with the same formula, charge and spin is 4.505 eV.

CARTESIAN COORDINATES (ANGSTROEM)
S  0.10496  2.14067  0.91676
S  0.47934  -1.65141  -0.56893
F  2.00382  0.44454  -0.84502
F  -1.86222  -0.98103  0.45119
C  -0.19784  0.64631  0.34661
C  -0.63040  -0.56446  0.18980
H  -0.39864  -2.60423  -0.14931
H  0.50099  2.56961  -0.34110

Number 2 is which compound? C2H2F2S